(1)
# C4H3ClO3S

2 unconnected molecules or ions with the total composition C4H3ClO3S at a distorted geometry (ωB97M-V with the def2-TZVPD basis set, the OMol25 dataset).

Geometry as XYZ:
```
12
Properties=species:S:1:pos:R:3:forces:R:3
C 1.777 0.288 -0.331 1.9 2.8 -1.8
C 0.820 -0.687 0.028 -2.9 -0.7 2.0
C 0.058 0.872 -1.963 0.9 -0.9 1.4
C -1.085 -0.452 1.568 2.1 -2.3 -0.7
O 2.772 0.949 -0.277 -2.9 -2.3 0.0
O 0.256 -1.547 -0.640 1.8 0.4 1.1
O 0.283 -0.176 1.282 1.6 -0.7 -1.5
S -0.866 -0.264 -2.464 -0.4 0.1 -0.4
Cl 0.177 2.493 -2.171 0.2 1.1 -0.3
H -1.227 -0.255 2.567 0.0 0.0 2.5
H -1.348 -1.476 1.309 -0.1 0.1 0.0
H -1.618 0.255 1.092 -2.3 2.1 -2.1
```
Positions in Å, forces in eV/Å.

Calculated total energy = -33691.927 eV
Lowest unoccupied orbital energy (spin up / spin down) = -0.0316 / -0.0316 hartree
Total charge = 0

Okay, here come the natural (NBO) numbers, in e, for every atom: atom 1 (C): 0.609, atom 2 (C): 0.532, atom 3 (C): -0.414, atom 4 (C): -0.242, atom 5 (O): -0.416, atom 6 (O): -0.559, atom 7 (O): -0.534, atom 8 (S): 0.316, atom 9 (Cl): 0.145, atom 10 (H): 0.193, atom 11 (H): 0.197, atom 12 (H): 0.173



(2)
# C4H3CrLiO

A molecular structure, C4H3CrLiO at a distorted geometry (ωB97M-V with the def2-TZVPD basis set, the OMol25 dataset).

Geometry as XYZ:
```
10
Properties=species:S:1:pos:R:3:forces:R:3
C 1.583 1.017 0.395 -0.3 -0.1 -1.2
C 2.081 1.689 -0.503 -0.5 -0.3 0.7
H 2.494 2.334 -1.264 0.1 -0.1 0.3
Li 0.404 0.326 -1.367 0.5 0.1 -0.6
O -0.542 -1.570 1.500 -2.0 0.1 -0.4
C -1.395 -1.273 0.630 3.3 0.0 -1.7
C -1.395 -0.407 -0.425 -1.8 -0.2 1.2
Cr 0.908 -0.270 1.800 1.0 0.2 1.3
H -1.873 -2.077 -0.145 -0.2 0.4 0.7
H -2.264 0.232 -0.619 -0.2 -0.1 -0.2
```
Positions in Å, forces in eV/Å.

Calculated total energy = -34846.216 eV
Lowest unoccupied orbital energy (spin up / spin down) = -0.4313 / -0.4304 hartree
Multiplicity = 5
Total charge = +2

Okay, here come the natural (NBO) numbers, in e, for every atom: atom 1 (C): -0.743, atom 2 (C): -0.183, atom 3 (H): 0.294, atom 4 (Li): 0.939, atom 5 (O): -0.631, atom 6 (C): 0.301, atom 7 (C): -0.139, atom 8 (Cr): 1.545, atom 9 (H): 0.335, atom 10 (H): 0.281



(3)
# C4H3CuO2

A molecular structure, C4H3CuO2 at a distorted geometry (ωB97M-V with the def2-TZVPD basis set, the OMol25 dataset).

Geometry as XYZ:
```
10
Properties=species:S:1:pos:R:3:forces:R:3
H -1.932 -1.535 -1.308 0.7 -0.2 -0.5
O -0.053 1.800 2.518 -0.5 -0.1 -0.1
C 0.372 1.169 1.567 1.0 -0.3 -0.5
C 0.975 0.638 0.547 0.2 0.3 0.2
C 0.551 -0.431 -0.281 -1.3 -1.0 -0.7
C -0.103 -1.145 -1.009 1.1 2.5 1.8
O -1.062 -1.541 -1.787 -1.2 -1.1 -0.8
Cu -0.811 -1.644 -3.941 -0.1 -0.1 0.1
H 0.188 1.465 3.413 0.1 0.0 0.2
H 1.875 1.223 0.282 -0.1 -0.2 0.2
```
Positions in Å, forces in eV/Å.

Calculated total energy = -52906.748 eV
Lowest unoccupied orbital energy = -0.3408 hartree
Total charge = +2

Okay, here come the natural (NBO) numbers, in e, for every atom: atom 1 (H): 0.568, atom 2 (O): -0.457, atom 3 (C): 0.771, atom 4 (C): -0.365, atom 5 (C): -0.096, atom 6 (C): 0.397, atom 7 (O): -0.745, atom 8 (Cu): 0.987, atom 9 (H): 0.578, atom 10 (H): 0.362



(4)
# C4H3F3NO4

3 unconnected molecules or ions with the total composition C4H3F3NO4 at a distorted geometry (ωB97M-V with the def2-TZVPD basis set, the OMol25 dataset).

Geometry as XYZ:
```
15
Properties=species:S:1:pos:R:3:forces:R:3
C 2.302 0.767 2.381 0.5 3.6 -0.2
C 0.320 -0.757 -1.647 0.8 -0.6 1.6
C -0.374 -0.673 -0.308 -3.3 1.2 -1.1
C -2.272 0.119 -0.614 4.4 -3.1 0.2
N 0.240 -0.083 0.738 -2.3 -0.6 -2.2
O 2.437 1.929 2.149 -0.5 -1.2 -0.4
O 2.458 -0.159 3.045 0.0 -2.4 1.0
O 1.484 0.021 0.699 1.9 0.1 0.1
O -0.442 0.327 1.666 -0.2 0.8 2.0
F -2.975 0.621 0.373 0.0 0.3 0.1
F -3.057 -0.826 -1.229 0.4 0.6 0.3
F -1.959 1.042 -1.519 -0.8 0.8 -0.3
H 1.357 -1.025 -1.379 -0.4 -1.2 -0.1
H -0.181 -1.485 -2.312 0.5 0.7 0.1
H 0.662 0.183 -2.042 -1.0 1.0 -0.9
```
Positions in Å, forces in eV/Å.

Calculated total energy = -22026.210 eV
Lowest unoccupied orbital energy = 0.1406 hartree
Total charge = -1

Okay, here come the natural (NBO) numbers, in e, for every atom: atom 1 (C): 1.045, atom 2 (C): -0.715, atom 3 (C): -0.047, atom 4 (C): 0.955, atom 5 (N): 0.396, atom 6 (O): -0.617, atom 7 (O): -0.580, atom 8 (O): -0.540, atom 9 (O): -0.517, atom 10 (F): -0.320, atom 11 (F): -0.374, atom 12 (F): -0.351, atom 13 (H): 0.247, atom 14 (H): 0.215, atom 15 (H): 0.203



(5)
# C4H3F4IN4

A molecular structure, C4H3F4IN4 at a distorted geometry (ωB97M-V with the def2-TZVPD basis set, the OMol25 dataset).

Geometry as XYZ:
```
16
Properties=species:S:1:pos:R:3:forces:R:3
C -0.496 0.429 -0.238 1.0 1.3 1.0
C 2.955 0.594 -0.177 1.3 -5.3 -3.4
C -1.816 -0.159 -0.133 -1.3 0.8 -4.4
C -1.971 -1.460 0.524 -1.0 -2.9 1.4
N -0.259 1.755 0.081 -0.8 -0.6 -0.2
N 0.641 -0.205 -0.335 1.3 -1.4 -0.4
N 0.988 1.901 0.151 1.5 0.1 -0.3
N 1.573 0.702 -0.128 -4.1 1.0 0.5
F -2.293 -0.608 -1.785 1.2 1.0 3.8
F -1.824 -1.346 1.864 0.0 0.7 0.0
F -1.128 -2.419 0.177 0.9 0.2 -0.7
F -3.182 -1.986 0.315 -0.3 0.5 0.0
I -3.233 1.264 0.463 -0.2 -0.4 -0.1
H 3.279 -0.118 -1.127 -0.9 2.0 2.3
H 3.325 1.511 -0.297 1.5 3.6 -0.7
H 3.439 0.147 0.645 0.0 -0.7 1.4
```
Positions in Å, forces in eV/Å.

Calculated total energy = -29124.420 eV
Lowest unoccupied orbital energy = -0.0337 hartree
Total charge = 0

Okay, here come the natural (NBO) numbers, in e, for every atom: atom 1 (C): 0.120, atom 2 (C): -0.402, atom 3 (C): 0.118, atom 4 (C): 0.896, atom 5 (N): -0.202, atom 6 (N): -0.159, atom 7 (N): -0.017, atom 8 (N): -0.007, atom 9 (F): -0.446, atom 10 (F): -0.318, atom 11 (F): -0.292, atom 12 (F): -0.299, atom 13 (I): 0.329, atom 14 (H): 0.227, atom 15 (H): 0.231, atom 16 (H): 0.224



(6)
# C4H3F5NO2

A molecular structure, C4H3F5NO2 at a distorted geometry (ωB97M-V with the def2-TZVPD basis set, the OMol25 dataset).

Geometry as XYZ:
```
15
Properties=species:S:1:pos:R:3:forces:R:3
C -2.484 -0.176 0.806 2.1 0.4 -1.3
C 0.021 0.534 -0.685 -4.3 1.9 0.8
C -1.884 -0.030 -0.734 2.7 0.0 0.1
C 0.555 0.366 -2.056 0.6 0.3 -2.0
N 0.764 -0.002 0.382 0.9 1.6 -1.6
O -3.657 -0.357 0.903 -3.0 -0.5 -0.5
O -1.630 -0.059 1.689 1.3 0.2 0.5
F -2.439 0.982 -1.448 -0.2 -0.4 0.2
F -2.063 -1.212 -1.494 0.3 1.6 1.0
F 1.921 0.622 -2.067 -1.1 -0.1 -0.3
F 0.435 -0.900 -2.584 0.1 1.2 0.7
F -0.021 1.225 -3.017 0.9 -1.3 1.8
H -0.092 1.649 -0.382 -0.4 -1.6 -1.4
H 0.088 -0.170 1.065 -1.2 -0.9 2.0
H 1.290 -0.735 0.043 1.2 -2.4 -0.1
```
Positions in Å, forces in eV/Å.

Calculated total energy = -23370.247 eV
Lowest unoccupied orbital energy = 0.1400 hartree
Total charge = -1

Okay, here come the natural (NBO) numbers, in e, for every atom: atom 1 (C): 0.723, atom 2 (C): -0.177, atom 3 (C): 0.597, atom 4 (C): 0.950, atom 5 (N): -0.849, atom 6 (O): -0.690, atom 7 (O): -0.776, atom 8 (F): -0.358, atom 9 (F): -0.379, atom 10 (F): -0.354, atom 11 (F): -0.333, atom 12 (F): -0.344, atom 13 (H): 0.215, atom 14 (H): 0.426, atom 15 (H): 0.347



(7)
# C4H3HgNaO2

A molecular structure, C4H3HgNaO2 at a distorted geometry (ωB97M-V with the def2-TZVPD basis set, the OMol25 dataset).

Geometry as XYZ:
```
11
Properties=species:S:1:pos:R:3:forces:R:3
O -0.988 -0.431 0.198 1.3 -1.1 0.7
C -1.581 0.630 -0.433 1.2 0.4 -0.3
C -0.556 1.302 -0.997 1.0 -0.1 -0.1
Hg -0.119 -3.508 1.276 -0.3 -0.4 0.1
Na 0.083 2.942 0.989 -0.1 0.2 0.0
H -2.656 0.743 -0.348 0.3 -0.1 -0.1
C 0.766 0.632 -0.783 -1.4 0.5 0.0
C 0.393 -0.408 -0.006 -2.4 1.0 -0.5
O 0.974 -1.427 0.635 0.5 -0.4 0.3
H 1.744 0.900 -1.170 -0.3 -0.1 0.1
H 1.940 -1.375 0.638 0.1 0.1 -0.1
```
Positions in Å, forces in eV/Å.

Calculated total energy = -16861.942 eV
Lowest unoccupied orbital energy (spin up / spin down) = -0.2683 / -0.4190 hartree
Multiplicity = 3
Total charge = +2

Okay, here come the natural (NBO) numbers, in e, for every atom: atom 1 (O): -0.428, atom 2 (C): -0.017, atom 3 (C): 0.041, atom 4 (Hg): 0.954, atom 5 (Na): 0.991, atom 6 (H): 0.273, atom 7 (C): -0.481, atom 8 (C): 0.551, atom 9 (O): -0.719, atom 10 (H): 0.288, atom 11 (H): 0.547



(8)
# C4H3I

2 unconnected molecules or ions with the total composition C4H3I at a distorted geometry (ωB97M-V with the def2-TZVPD basis set, the OMol25 dataset).

Geometry as XYZ:
```
8
Properties=species:S:1:pos:R:3:forces:R:3
C -1.087 -0.494 0.023 -0.4 0.7 0.3
C 2.547 1.306 0.603 0.0 0.0 0.0
C -0.402 0.671 -0.368 0.5 -1.5 -1.3
C -1.861 -1.348 0.450 2.1 1.8 -1.1
I 3.714 -0.216 -0.029 0.0 0.0 0.0
H 0.323 0.615 -1.259 -1.2 0.3 1.7
H -0.742 1.613 0.037 0.3 0.1 -0.1
H -2.493 -2.148 0.545 -1.1 -1.4 0.5
```
Positions in Å, forces in eV/Å.

Calculated total energy = -12288.567 eV
Lowest unoccupied orbital energy (spin up / spin down) = -0.0287 / -0.0586 hartree
Total charge = 0

Okay, here come the natural (NBO) numbers, in e, for every atom: atom 1 (C): -0.087, atom 2 (C): -0.205, atom 3 (C): -0.374, atom 4 (C): -0.182, atom 5 (I): 0.192, atom 6 (H): 0.215, atom 7 (H): 0.219, atom 8 (H): 0.222



(9)
# C4H3I

C4H3I in the gas phase at a distorted geometry (ωB97M-V with the def2-TZVPD basis set, the OMol25 dataset).

Geometry as XYZ:
```
8
Properties=species:S:1:pos:R:3:forces:R:3
C -0.120 -0.216 -0.346 0.6 1.1 1.1
C 0.051 1.644 0.822 -0.3 -1.7 -2.1
C -0.727 1.119 -0.295 1.5 0.2 -0.6
C 0.581 -1.234 -0.034 0.9 -2.7 0.4
I 2.524 -1.379 1.038 -0.7 0.3 -0.1
H -1.135 1.544 -1.205 0.4 0.6 -0.2
H -1.578 0.880 0.248 -2.5 -0.1 1.9
H 0.405 -2.357 -0.228 0.0 2.2 -0.3
```
Positions in Å, forces in eV/Å.

Calculated total energy = -12288.647 eV
Lowest unoccupied orbital energy (spin up / spin down) = -0.0431 / -0.0428 hartree
Total charge = 0

Okay, here come the natural (NBO) numbers, in e, for every atom: atom 1 (C): -0.037, atom 2 (C): 0.300, atom 3 (C): -0.756, atom 4 (C): -0.371, atom 5 (I): 0.026, atom 6 (H): 0.263, atom 7 (H): 0.319, atom 8 (H): 0.255



(10)
# C4H3I3

A molecular structure, C4H3I3 at a distorted geometry (ωB97M-V with the def2-TZVPD basis set, the OMol25 dataset).

Geometry as XYZ:
```
10
Properties=species:S:1:pos:R:3:forces:R:3
C 1.486 -0.079 -0.066 -0.7 0.0 0.0
C 2.676 -0.169 -0.095 4.6 0.2 0.0
C 0.039 -0.006 -0.014 -0.1 0.1 0.0
C 5.077 -0.020 -0.034 -3.1 -0.2 0.0
I 5.303 1.458 1.441 0.0 -0.3 -0.3
I 5.537 0.549 -2.001 -0.1 -0.1 0.4
I 5.603 -1.978 0.521 -0.1 0.4 -0.1
H -0.375 -0.076 -1.020 -0.1 0.0 0.1
H -0.251 0.945 0.432 -0.2 -0.1 0.0
H -0.344 -0.825 0.594 -0.2 0.0 0.0
```
Positions in Å, forces in eV/Å.

Calculated total energy = -28492.414 eV
Lowest unoccupied orbital energy = -0.0634 hartree
Total charge = 0

Okay, here come the natural (NBO) numbers, in e, for every atom: atom 1 (C): -0.162, atom 2 (C): -0.075, atom 3 (C): -0.680, atom 4 (C): -0.797, atom 5 (I): 0.341, atom 6 (I): 0.344, atom 7 (I): 0.340, atom 8 (H): 0.230, atom 9 (H): 0.230, atom 10 (H): 0.230